Record 1
Formula: C6H10
Source: OMol25
Level of theory: ωB97M-V/def2-TZVPD

```
16
Properties=species:S:1:pos:R:3:forces:R:3:mulliken_charge:R:1
C 2.24950 0.04297 0.63517 2.887 0.482 0.934 -0.632
C 1.13751 -0.02453 -0.02765 -3.076 0.225 0.114 0.122
C 0.45588 -0.21432 -1.28095 0.415 -3.850 -0.637 -0.818
C -0.47864 -0.09248 -0.08588 2.330 3.519 0.518 0.947
C -1.28231 -1.19175 0.53104 1.005 -1.017 0.260 -1.265
C -1.03984 1.37439 0.01710 -0.799 -0.503 -2.023 -1.225
H 2.28852 0.23705 1.74507 -0.112 -0.485 -1.279 0.229
H 3.29487 -0.00103 0.10780 -2.111 0.133 0.938 0.195
H 0.41219 0.48566 -2.07290 0.043 0.791 -0.612 0.281
H 0.70896 -1.29516 -1.65596 -0.905 1.864 0.383 0.240
H -2.22320 -0.99430 1.07728 0.028 0.430 -1.302 0.325
H -0.71484 -1.58971 1.37720 0.304 -0.428 -0.311 0.309
H -1.27819 -1.91462 -0.30251 -0.949 -0.413 0.905 0.324
H -2.01818 1.46597 -0.68387 1.852 -0.213 2.021 0.281
H -0.32040 2.09772 -0.46622 -0.611 -0.717 0.810 0.332
H -1.19185 1.61415 1.08529 -0.298 0.183 -0.717 0.355
```
Positions in Å, forces in eV/Å.

Output
* largest force on an atom: 4.25 eV Å⁻¹
* energy relative to the best compared isomer or geometry (same formula, charge and spin): 275.4 kJ/mol
* SMILES string: C=C1CC1(C)C
* HOMO level: -0.3326 Eh

---

Record 2
Formula: C6H10
Source: OMol25
Level of theory: ωB97M-V/def2-TZVPD

```
16
Properties=species:S:1:pos:R:3:forces:R:3:mulliken_charge:R:1
C -1.10635 0.83870 1.90715 -0.031 -0.163 0.105 -0.970
C 0.06808 0.21520 1.28184 -0.376 -0.144 0.080 -0.312
C -0.22003 -0.97836 0.44487 -0.047 0.155 0.025 -0.377
C 0.45342 -0.89979 -0.92388 0.044 -0.120 0.031 -0.168
C 0.17416 0.33391 -1.73570 -0.121 0.104 -0.123 -0.533
C 1.51241 0.15270 -1.07258 0.255 0.032 -0.007 -0.490
H -0.87971 1.07916 2.95187 -0.101 0.055 -0.070 0.343
H -1.15486 1.83228 1.42273 0.052 -0.168 0.042 0.257
H -2.08487 0.34434 1.80315 0.082 0.006 0.051 0.328
H 1.70437 0.68846 -0.14925 0.110 0.059 -0.349 0.228
H 0.28736 -1.76670 1.03591 -0.062 0.088 -0.020 0.310
H -1.28247 -1.27027 0.35348 0.122 0.113 -0.024 0.340
H 0.55057 -1.84111 -1.46198 0.010 0.189 0.137 0.370
H -0.54646 1.04834 -1.33817 0.237 -0.062 -0.015 0.157
H 0.14777 0.24529 -2.81785 -0.045 -0.048 0.171 0.260
H 2.37659 -0.02216 -1.70160 -0.129 -0.096 -0.032 0.259
```
Positions in Å, forces in eV/Å.

Output
* largest force on an atom: 0.41 eV Å⁻¹
* energy relative to the best compared isomer or geometry (same formula, charge and spin): 413.1 kJ/mol
* HOMO level: -0.2966 Eh

---

Record 3
Formula: C6H10
Source: OMol25
Level of theory: ωB97M-V/def2-TZVPD

```
16
Properties=species:S:1:pos:R:3:forces:R:3:mulliken_charge:R:1
C 0.28690 0.68310 -1.49148 0.032 -0.052 0.009 -1.305
C 0.54299 0.13220 -0.11742 0.211 0.114 -0.006 0.592
C 1.51970 0.85079 0.74700 0.220 -0.106 0.015 -1.182
C -1.73296 -0.54644 0.17446 -0.387 -0.246 -0.027 -1.269
C -0.27330 -0.86672 0.39332 -0.155 0.245 0.302 0.496
C 0.34499 -1.87712 1.13558 -0.343 0.710 0.076 -0.726
H 1.24146 0.68463 -2.03244 -0.086 0.069 0.065 0.393
H -0.06706 1.72175 -1.47214 0.101 -0.121 0.104 0.375
H -0.42597 0.07709 -2.05825 0.127 0.110 0.184 0.326
H 1.25511 0.68754 1.79338 0.261 -0.093 -0.182 0.367
H 2.54807 0.53752 0.58168 0.160 0.063 -0.022 0.298
H 1.44042 1.92570 0.52467 0.130 -0.253 -0.046 0.378
H -1.85586 0.54366 0.07227 -0.141 -0.344 -0.039 0.327
H -2.21102 -1.03502 -0.67356 -0.148 -0.132 0.064 0.283
H -2.21846 -0.82306 1.11267 -0.289 -0.119 -0.194 0.417
H -0.39500 -2.69561 1.31027 0.308 0.155 -0.303 0.230
```
Positions in Å, forces in eV/Å.

Output
* largest force on an atom: 0.79 eV Å⁻¹
* energy relative to the best compared isomer or geometry (same formula, charge and spin): 425.1 kJ/mol
* HOMO level (spin up / spin down): -0.2807 / -0.2808 Eh